C2H4O2Sn as an isolated structure in a non-equilibrium geometry, computed with the ωB97M-V functional and the def2-TZVPD basis.

Last column: Löwdin charge in e.
Geometry (Å):
Sn (2.452, 2.484, -1.258)  0.532
O (-0.636, 0.728, -1.221)  -0.082
C (-0.581, -0.454, 0.933)  -0.364
H (0.059, -1.145, -1.156)  0.108
H (0.127, -1.125, 1.456)  0.113
O (-0.893, 0.558, 1.609)  -0.025
H (1.024, 0.181, -0.514)  -0.004
C (-0.041, -0.187, -0.609)  -0.421
H (-1.510, -1.039, 0.760)  0.142

calculated total energy: -12056.623 eV
HOMO-LUMO gap: 4.33 eV
LUMO level: -2.47 eV
ΔE to the lowest compared entry with this formula, charge and spin: 95.4 kcal/mol

***

One molecule with the formula C23H29N3O3, computed with the ωB97M-V functional and the def2-TZVPD basis.

Last column: Löwdin charge in e.
Geometry (Å):
C (-0.145, 1.209, -1.108)  -0.001
H (-8.043, -1.721, 1.458)  0.107
H (0.125, 1.001, -2.132)  0.122
C (-4.957, -1.555, -1.171)  -0.143
H (6.879, -1.109, 2.189)  0.117
H (-6.659, -2.655, -1.863)  0.110
H (-4.280, -1.722, 1.292)  0.127
C (2.273, 1.093, -0.627)  -0.422
H (4.773, 0.972, -1.745)  0.100
H (-6.123, -1.058, 2.720)  0.110
C (-4.517, 0.769, -0.837)  -0.472
C (-1.467, 1.378, -0.759)  0.007
C (-6.433, -1.622, -1.590)  -0.169
H (-6.691, -2.668, 0.849)  0.114
C (6.575, 0.188, -0.906)  -0.011
C (6.405, -0.653, 1.334)  -0.007
C (5.231, 0.519, -0.882)  -0.003
H (11.391, -0.917, -1.312)  0.075
O (8.488, -0.769, 0.281)  -0.057
C (9.327, -0.554, -0.836)  -0.270
H (-4.064, 2.821, -0.591)  0.134
H (4.484, -0.526, 2.243)  0.110
H (9.368, 0.518, -1.077)  0.125
N (-4.663, -0.448, -0.280)  -0.046
H (-1.034, 2.048, 2.528)  0.108
N (-3.115, 1.781, 0.991)  -0.008
C (-7.106, -1.660, 0.899)  -0.198
C (-4.224, 1.966, 0.081)  -0.088
C (0.535, 1.604, 1.153)  -0.040
H (10.668, -2.122, -0.234)  0.077
H (-4.662, -2.474, -0.663)  0.119
H (-8.409, -1.460, -0.807)  0.107
C (-4.728, -0.735, 1.134)  -0.156
H (-7.410, -0.051, -0.493)  0.109
H (-6.577, -1.001, -2.474)  0.107
O (2.620, 1.347, -1.764)  0.072
C (10.714, -1.064, -0.476)  -0.067
O (-4.623, 0.944, -2.038)  0.053
H (-4.340, -1.438, -2.065)  0.126
H (8.939, -1.096, -1.710)  0.125
H (-6.564, 0.274, 1.651)  0.106
C (-1.809, 1.666, 0.564)  -0.252
N (3.102, 0.578, 0.332)  0.127
C (4.462, 0.266, 0.246)  -0.227
C (5.069, -0.324, 1.356)  -0.025
H (1.298, 1.743, 1.907)  0.111
C (-0.783, 1.793, 1.507)  -0.025
H (11.092, -0.528, 0.390)  0.077
C (-7.407, -1.143, -0.511)  -0.197
H (7.139, 0.399, -1.800)  0.104
C (7.178, -0.402, 0.199)  -0.275
H (-2.229, 1.298, -1.515)  0.101
H (-4.128, -0.008, 1.680)  0.104
C (-6.161, -0.742, 1.676)  -0.177
H (-3.213, 2.259, 1.875)  0.134
H (2.676, 0.339, 1.216)  0.125
C (0.875, 1.294, -0.162)  -0.150
H (-5.121, 2.163, 0.675)  0.128

SMILES: CCOc1ccc(NC(=O)c2ccc(NCC(=O)N3CCCCCC3)cc2)cc1
calculated total energy: -34935.598 eV
HOMO-LUMO gap: 8.23 eV
LUMO level: 0.54 eV
ΔE to the lowest compared entry with this formula, charge and spin: 47.9 kcal/mol